No. 1
ORCA calculation (ωB97M-V/def2-TZVPD) on C5H11GaO4 as an isolated structure at a distorted geometry.

Output
Maximum force: 4.03 eV/Å
Gap between HOMO and LUMO: 8.632 eV
E_LUMO: 0.548 eV
Molecular weight: 204.9 u

Each line ends with the Mulliken charge.
CARTESIAN COORDINATES (ANGSTROEM)
O  1.203  -2.053  0.275  -0.52
C  1.285  -1.435  1.399  0.22
C  1.094  -0.070  1.538  -0.85
O  0.510  0.568  0.443  -0.20
C  -0.853  0.951  0.594  -0.47
C  -1.531  0.846  -0.747  -0.61
O  -1.374  -0.481  -1.214  -0.22
C  -2.170  -0.776  -2.346  -0.76
Ga  0.847  -0.802  -1.348  0.10
H  1.639  -1.984  2.289  0.34
H  2.947  0.758  1.486  0.47
H  -0.918  1.984  0.970  0.34
H  -1.342  0.280  1.315  0.38
H  -1.084  1.548  -1.474  0.37
H  -2.599  1.092  -0.636  0.41
H  -1.837  -1.743  -2.741  0.27
H  -3.230  -0.839  -2.058  0.30
H  -2.045  -0.007  -3.126  0.35
H  0.930  0.380  2.524  0.49
O  3.945  1.240  1.509  -0.72
H  4.584  0.541  1.349  0.29

No. 2
ORCA calculation (ωB97M-V/def2-TZVPD) on NO7S2 as an isolated structure at a distorted geometry.

Output
Total charge: -1
Maximum force: 3.24 eV/Å
Gap between HOMO and LUMO (spin up / spin down): 5.616 / 7.693 eV
E_LUMO (spin up / spin down): 3.373 / 1.985 eV
2S+1: 3
Molecular weight: 190.1 u

Each line ends with the Mulliken charge.
CARTESIAN COORDINATES (ANGSTROEM)
N  -0.448  -2.344  -0.555  0.39
O  -1.428  2.085  1.337  -0.55
O  -0.224  -2.379  -1.794  -0.48
O  -0.496  0.662  -0.446  -0.25
O  0.311  3.079  -0.033  -0.58
O  0.923  1.163  1.285  -0.46
O  1.827  -0.455  -0.598  -0.42
O  -0.889  -3.316  0.035  -0.60
S  -0.233  1.895  0.582  1.15
S  0.657  -0.391  0.188  0.80

No. 3
ORCA calculation (ωB97M-V/def2-TZVPD) on a 4-piece molecular cluster, C13H36O5P2S2 overall at a distorted geometry.

Output
SMILES: CCSCP(COO)[PH2]=S.CC(C)O.CC(C)O.CC(C)O
Maximum force: 1.70 eV/Å
Gap between HOMO and LUMO: 8.612 eV
E_LUMO: 0.312 eV
Molecular weight: 398.5 u

Each line ends with the Mulliken charge.
CARTESIAN COORDINATES (ANGSTROEM)
C  -0.577  0.035  -0.110  -1.29
C  0.925  0.499  -0.086  0.44
S  1.643  0.162  1.582  -0.04
C  2.969  1.403  1.860  -0.80
P  4.262  1.537  0.501  -0.06
C  4.383  -0.066  -0.483  -0.08
O  4.538  -1.214  0.359  -0.16
O  5.242  -2.173  -0.395  -0.42
P  3.477  3.107  -0.835  0.07
S  3.237  2.389  -2.633  -0.37
H  -0.547  -1.068  -0.038  0.32
H  -0.972  0.297  -1.109  0.26
H  -1.164  0.479  0.709  0.38
H  1.455  -0.164  -0.796  -0.15
H  1.026  1.559  -0.384  0.16
H  3.498  1.175  2.801  0.41
H  2.526  2.416  1.991  0.43
H  5.317  0.017  -1.080  0.56
H  3.560  -0.185  -1.224  -0.09
H  4.640  -2.544  -1.060  0.34
H  2.315  3.718  -0.280  0.08
H  4.490  4.120  -0.799  0.13
C  1.743  -2.797  -4.949  -1.44
C  1.251  -1.876  -3.843  0.41
C  0.361  -0.774  -4.395  -1.17
O  2.367  -1.296  -3.169  -0.42
H  2.338  -2.242  -5.679  0.36
H  2.387  -3.578  -4.540  0.34
H  0.908  -3.271  -5.469  0.39
H  0.699  -2.457  -3.101  0.28
H  0.911  -0.151  -5.106  0.33
H  0.023  -0.116  -3.591  0.22
H  -0.515  -1.187  -4.899  0.41
H  2.866  -0.778  -3.809  0.29
C  -1.383  -2.234  3.903  -1.01
C  -0.886  -1.308  5.003  0.39
C  -1.709  -0.030  5.064  -1.09
O  0.483  -0.987  4.776  -0.53
H  -1.298  -1.752  2.924  0.10
H  -0.779  -3.142  3.865  0.30
H  -2.427  -2.515  4.062  0.38
H  -0.936  -1.823  5.965  0.29
H  -1.635  0.523  4.123  0.19
H  -1.337  0.628  5.851  0.30
H  -2.762  -0.246  5.258  0.37
H  0.538  -0.532  3.928  0.20
C  -5.194  2.767  0.148  -1.44
C  -4.231  1.612  -0.076  0.53
C  -4.917  0.447  -0.772  -1.25
O  -3.702  1.177  1.176  -0.45
H  -6.026  2.459  0.788  0.36
H  -4.690  3.592  0.656  0.35
H  -5.599  3.134  -0.797  0.37
H  -3.385  1.951  -0.678  0.23
H  -5.741  0.062  -0.163  0.34
H  -4.217  -0.378  -0.920  0.29
H  -5.315  0.745  -1.745  0.38
H  -4.435  0.875  1.719  0.31

No. 4
ORCA calculation (ωB97M-V/def2-TZVPD) on a 2-piece molecular cluster, C4H8NO overall at a distorted geometry.

Output
Total charge: +1
Maximum force: 5.11 eV/Å
Gap between HOMO and LUMO: 8.717 eV
E_LUMO: -5.413 eV
Molecular weight: 86.1 u

Each line ends with the Mulliken charge.
CARTESIAN COORDINATES (ANGSTROEM)
C  -2.390  0.996  0.193  0.09
C  1.497  0.514  0.773  -0.84
C  0.773  0.141  -0.542  -0.72
C  -0.518  -0.633  -0.354  -0.25
N  -1.589  0.164  0.015  0.22
O  -0.530  -1.798  0.216  -0.43
H  -3.258  1.504  0.519  0.45
H  2.569  0.012  0.696  0.27
H  0.978  0.040  1.623  0.30
H  1.552  1.618  0.928  0.28
H  1.346  -0.406  -1.133  0.51
H  0.621  0.990  -1.159  0.47
H  -1.215  -0.690  -2.022  0.25
H  0.164  -2.451  0.246  0.40

No. 5
ORCA calculation (ωB97M-V/def2-TZVPD) on C20H47CoN11PS2 as an isolated structure.

Output
Total charge: +4
Maximum force: 0.17 eV/Å
Gap between HOMO and LUMO (spin up / spin down): 7.614 / 7.616 eV
E_LUMO (spin up / spin down): -12.486 / -12.484 eV
Molecular weight: 595.7 u

Each line ends with the Mulliken charge.
CARTESIAN COORDINATES (ANGSTROEM)
Co  0.587  -0.004  1.971  -1.13
N  0.139  -0.069  3.928  -0.26
C  -0.464  -1.386  4.301  -0.36
C  0.234  -2.452  3.489  -0.70
N  0.244  -1.988  2.069  -0.13
H  0.984  0.082  4.478  0.32
H  -0.465  0.692  4.229  0.29
H  -1.527  -1.353  4.059  0.13
H  -0.377  -1.572  5.371  0.55
H  -0.258  -3.419  3.592  0.52
H  1.266  -2.586  3.817  0.27
H  -0.626  -2.261  1.617  0.12
H  0.954  -2.485  1.532  0.43
C  5.697  0.104  3.034  -1.31
C  4.664  1.146  2.839  0.87
N  4.830  2.426  2.885  -0.66
N  3.605  2.979  2.647  0.28
C  2.666  2.074  2.454  0.18
S  0.991  2.224  2.121  -0.19
N  3.310  0.897  2.576  0.35
N  2.632  -0.324  2.405  -0.70
H  6.656  0.599  3.171  0.37
H  5.771  -0.554  2.166  0.36
H  5.494  -0.493  3.926  0.35
H  3.511  3.988  2.651  0.20
H  2.817  -0.899  3.229  0.41
H  3.059  -0.805  1.607  0.54
C  -2.136  -3.693  -3.601  -0.97
C  -0.660  -3.586  -3.966  -0.55
C  0.290  -3.695  -2.770  -0.90
C  -0.038  -2.739  -1.625  -0.72
N  -0.107  -1.351  -2.121  0.22
C  0.470  -0.255  -1.661  0.03
S  1.422  -0.290  -0.171  -0.14
N  0.407  0.861  -2.378  0.07
C  1.233  2.078  -2.199  -0.58
C  2.562  1.990  -2.946  -0.58
C  2.474  2.196  -4.460  -0.54
C  1.568  1.226  -5.216  -1.09
H  -2.755  -3.727  -4.496  0.41
H  -2.489  -2.841  -3.004  0.10
H  -2.337  -4.602  -3.031  0.32
H  -0.470  -2.664  -4.533  0.30
H  -0.398  -4.381  -4.664  0.42
H  1.322  -3.537  -3.088  0.35
H  0.236  -4.704  -2.357  0.41
H  0.725  -2.783  -0.852  0.23
H  -1.009  -2.994  -1.191  0.41
H  -0.497  -1.299  -3.059  0.22
H  0.079  0.750  -3.334  0.06
H  1.382  2.214  -1.128  0.19
H  0.636  2.914  -2.570  0.51
H  3.027  1.025  -2.715  0.22
H  3.217  2.758  -2.529  0.42
H  3.485  2.113  -4.858  0.40
H  2.158  3.222  -4.663  0.31
H  1.768  0.183  -4.945  0.25
H  1.732  1.308  -6.289  0.42
H  0.502  1.449  -5.076  0.31
C  -3.829  1.138  -0.690  -0.77
N  -3.134  2.340  -0.014  0.05
C  -3.903  2.668  1.288  -0.80
N  -3.958  1.514  2.114  0.25
C  -4.624  0.404  1.430  -0.96
N  -3.895  0.041  0.211  0.26
C  -2.614  -0.599  0.475  -1.04
P  -1.515  0.583  1.383  2.66
C  -1.686  2.052  0.262  -1.18
C  -2.685  1.144  2.714  -1.27
H  -3.261  0.899  -1.589  0.35
H  -4.828  1.477  -0.964  0.38
H  -3.192  3.150  -0.639  0.40
H  -4.902  2.978  0.982  0.40
H  -3.389  3.500  1.768  0.38
H  -5.637  0.705  1.164  0.35
H  -4.690  -0.457  2.094  0.37
H  -2.135  -0.901  -0.459  -0.13
H  -2.785  -1.497  1.074  0.67
H  -1.175  1.868  -0.683  0.28
H  -1.243  2.936  0.724  0.86
H  -2.261  2.001  3.244  0.46
H  -2.856  0.346  3.439  0.40

No. 6
ORCA calculation (ωB97M-V/def2-TZVPD) on C10H17NO2Sn as an isolated structure at a distorted geometry.

Output
Maximum force: 4.96 eV/Å
Gap between HOMO and LUMO (spin up / spin down): 6.437 / 5.424 eV
E_LUMO (spin up / spin down): -0.134 / -0.343 eV
Molecular weight: 302.0 u

Each line ends with the Mulliken charge.
CARTESIAN COORDINATES (ANGSTROEM)
C  0.678  -1.643  -0.904  -0.08
C  -0.886  0.775  -1.677  -0.53
C  -0.428  -1.804  0.002  -0.79
H  1.585  -2.266  -0.828  0.45
C  -1.681  0.722  -0.505  -0.01
H  -0.556  1.755  -2.056  0.43
H  -0.160  -2.258  0.968  0.46
H  -1.831  1.672  0.024  0.45
C  -1.845  -1.771  -0.355  -0.63
H  -2.345  -2.509  0.273  0.42
H  -2.009  -2.139  -1.377  0.29
C  0.450  -1.267  -2.356  -0.47
H  0.250  -2.234  -2.889  0.25
H  1.350  -0.776  -2.805  0.38
C  -0.785  -0.370  -2.632  -0.88
H  -1.718  -0.958  -2.767  0.31
H  -0.642  0.054  -3.636  0.42
C  -2.570  -0.431  -0.087  -0.93
H  -3.520  -0.454  -0.673  0.33
H  -2.803  -0.330  0.997  0.31
Sn  0.043  0.739  0.593  0.31
H  1.198  -0.890  -0.028  0.07
N  0.754  1.997  2.800  -0.51
C  2.214  1.914  2.916  -0.30
C  2.872  1.420  1.592  0.51
O  4.089  1.391  1.694  -0.65
O  2.217  1.065  0.514  -0.58
H  0.510  2.970  2.788  0.24
H  0.385  1.515  3.629  0.24
H  2.659  2.924  3.089  0.26
H  2.527  1.190  3.696  0.23